Entry 1:
72
Properties=species:S:1:pos:R:3 method="wB97M-V/def2-TZVPD" total_charge=-2 e_tot_ev=-59658.1024 e_lumo_ev=3.82 homo_energy_ev=-0.6
C 3.82724 -1.20829 -3.82064
H -0.97840 -0.35797 -3.58895
C 1.28003 5.46041 0.10605
C -1.75572 2.24116 -1.39172
C 6.11792 -1.10399 -0.88859
C 0.88274 4.17007 -0.23219
H 6.71122 -1.18789 -3.06120
C -2.73716 1.69833 -3.54555
C -0.63012 -6.50604 3.20537
H 4.02503 -2.12307 -4.38871
H 1.00549 7.16690 1.38314
C -0.51781 -5.13878 1.14289
C 4.46161 -1.03071 1.11322
C -0.08338 -4.01258 0.44841
C -0.96457 1.23579 2.62494
H 2.31306 4.10374 -1.83626
Cl -1.98386 -8.88865 3.46766
H -2.98664 -0.04501 -0.76462
Cs 1.21430 -1.13795 -0.51676
C -3.61298 3.57096 -2.26091
C -0.77062 4.28583 1.51392
C -0.19003 -5.39153 2.52082
H -4.37822 -0.46041 2.42267
H 0.02792 1.67140 2.67436
C -1.77272 -7.27128 1.24933
C 1.55734 3.46222 -1.38145
H -2.77129 1.07663 -4.43428
H 2.08696 5.91708 -0.45712
H 4.07228 -0.36392 -4.47252
H 4.84273 -0.13372 1.61069
C -3.62169 2.72825 -3.40109
H 7.05116 -1.08701 -0.34003
H 0.43167 -4.66991 3.04005
C -0.36658 5.57734 1.84053
C 5.94072 -1.15798 -2.30111
C -2.87690 0.57309 1.31287
H -0.33381 -3.86925 -0.59752
C -0.92075 0.26040 -2.70169
H 2.74967 -1.16642 -3.64633
H -0.98328 0.76412 4.71694
C 4.56799 -1.16473 -2.51366
C -1.52810 0.72376 3.78160
H 0.83498 3.17808 -2.15069
H 0.54264 -3.27862 0.93201
C 0.67127 6.16581 1.13712
H 2.04582 2.53952 -1.05870
H -0.15551 0.02985 -1.99056
C -2.65914 3.29833 -1.29629
H -4.41890 -0.39621 0.20234
C -1.34128 -6.16065 0.55304
P -0.63583 1.85578 -0.02926
C -3.63377 0.34144 0.02491
H -2.39265 -8.01016 0.75292
H -1.63567 -6.04505 -0.48461
H 4.83340 -1.89533 1.67035
H -1.58852 3.83512 2.06258
H -2.61569 3.93822 -0.41573
H -4.34214 2.90864 -4.19423
H 3.37823 -1.02375 1.24216
C -2.78223 0.13627 3.71264
C -1.74846 1.36306 -2.54194
H -3.23810 -0.29150 4.59711
C -0.15538 3.56294 0.49862
H -0.87075 6.11679 2.63371
C -1.42575 -7.46135 2.58238
C -1.62699 1.21398 1.39152
H -4.09011 1.25467 -0.36173
N 3.88846 -1.11905 -1.33154
C 4.83903 -1.08144 -0.34773
C -3.42623 0.05465 2.49006
H -0.35489 -6.64176 4.24573
H -4.29827 4.40125 -2.15878

***

Entry 2:
85
Properties=species:S:1:pos:R:3 method="wB97M-V/def2-TZVPD" total_charge=+1 e_tot_ev=-80023.7422 e_lumo_ev=-2.89 homo_energy_ev=-11.4
C -0.58378 -4.66648 1.71148
C 3.23207 0.74706 2.57529
C 3.80469 1.56698 0.39999
H -0.90393 4.09710 -2.81698
H 5.45289 -3.19753 -2.11811
C -4.15163 2.43670 1.13318
C 0.09898 4.55742 -2.61693
H 0.38393 5.90314 1.67919
H -0.89590 -2.92291 -1.23370
H -5.24068 -0.99372 0.89024
C 0.26942 4.45505 -1.11372
C -5.47883 -3.11931 0.67741
N 4.09673 -2.72762 0.15789
N -0.35530 -0.03028 2.47007
H -2.46697 1.08035 -1.51195
H -5.84931 -3.24983 1.68643
C -5.14221 -1.84548 0.18634
N 4.85004 -2.83221 -4.67597
C 3.97067 -2.51498 -3.59041
O 3.20482 -2.68425 0.99690
C 0.60459 -0.89270 -2.78726
H -4.75981 1.91250 -0.89359
C -1.19784 -1.14767 2.92679
H 3.41311 0.47537 3.60751
H 1.73128 -1.82554 -0.55532
C 2.55106 1.16843 -0.05296
C -1.05627 -2.33033 1.96634
C -3.96002 1.89010 -0.19165
C -0.52928 -4.43953 0.30539
H -1.02193 -3.73415 3.63490
O 0.06026 -0.83258 -3.88198
H -5.00582 3.03501 1.33243
H 5.15767 1.60140 2.13335
Cl -4.48440 -5.34311 -2.43112
H -0.94387 -1.45562 3.93708
H 0.13455 5.58906 -3.00178
C 3.64607 -2.44139 -1.23276
C 2.35742 -1.97487 -1.41126
C 1.94530 -1.63212 -2.68329
C 0.99352 5.25473 1.03527
C -3.16653 2.23212 2.08372
C -0.98356 1.28914 2.72862
C 2.74419 -1.92817 -3.82413
H -1.40098 1.32731 3.76297
H 4.50828 2.01368 -0.27111
C 4.17813 1.33387 1.75094
O 0.04162 3.39538 -0.49365
N -0.94552 -2.08973 0.65263
H 1.20069 7.51679 0.15708
H -3.27196 2.55707 3.11119
H -2.23998 -0.75187 2.98251
N 0.75564 5.54069 -0.35379
C -0.90327 -3.61280 2.53748
H 0.70148 4.20415 1.23131
C -4.54468 -2.68802 -1.86707
C 2.00887 0.40943 2.04555
H -0.17975 -5.21971 -0.36949
C -5.30057 -4.22634 -0.14239
N 1.68367 0.55226 0.74065
N -4.67270 -1.63114 -1.05777
H 2.24552 1.28199 -1.08913
O 0.10831 -0.44463 -1.69995
O 4.40200 -2.71149 -5.79819
Mg -0.20650 -0.15883 0.20920
H 2.41103 -1.69515 -4.83131
C -2.74371 1.30899 -0.49884
H -0.20282 2.07282 2.66469
H 0.88867 3.98650 -3.12142
C 4.47033 -2.75045 -2.29143
H 1.07695 0.67819 3.92820
H -4.18533 -2.56505 -2.87067
C -0.77021 -3.15547 -0.16822
H 2.03082 6.91854 -1.28955
C -1.98972 1.55994 1.69483
H -5.55590 -5.23226 0.11030
H 2.03614 5.40798 1.36345
C 0.97750 -0.00659 3.06741
O 5.95856 -3.20242 -4.33635
H 0.27848 7.30304 -1.35106
N -1.81857 1.06815 0.44885
H -0.39097 -5.64506 2.17240
C 1.07315 6.90281 -0.71285
C -4.82004 -3.99900 -1.41394
O 5.27513 -3.06066 0.34038
H 1.30678 -1.02220 3.42515

***

| no. | orbital gap (eV) |
| --- | --- |
| 1 | 4.4 |
| 2 | 8.5 |